Entry from OMol25: a single C5H13N5O2 molecule at a distorted geometry (the ωB97M-V functional and the def2-TZVPD basis).

M (g mol⁻¹): 175.19
E_tot (a.u.): -622.51327
Energy above the lowest of the compared OMol25 structures with the same formula, charge and spin (kcal/mol): 0.0
Orbital gap (eV): 9.86
SMILES string: CN(C)/N=C(/NN)NCC(=O)O
Charge: 0

XYZ file:
```
25
C5H13N5O2 | OMol25 | the ωB97M-V functional and the def2-TZVPD basis
C 2.599 -0.923 -0.920
C 2.708 0.271 1.136
C 0.006 1.167 -0.133
C -1.819 -0.350 0.473
C -1.422 -1.728 0.031
H 2.951 -1.880 -0.525
H 3.477 -0.351 -1.211
H 1.961 -1.096 -1.793
H 2.124 0.805 1.890
H 3.204 -0.531 1.687
H 3.411 0.921 0.703
H -0.117 2.858 -1.197
H -2.516 1.972 -0.064
H -1.507 2.780 0.911
H 0.004 0.095 1.417
H -2.333 -0.509 1.414
H -2.504 0.097 -0.272
H 0.502 -1.305 0.110
N 1.772 -0.242 0.115
N 1.203 0.938 -0.514
N -0.724 2.101 -0.855
N -1.808 2.680 -0.082
N -0.701 0.524 0.831
O -0.135 -2.011 -0.171
O -2.276 -2.549 -0.211
```

Atom charges from the Löwdin analysis, given in e for atoms 1 to 2:
1 C -0.07
2 C -0.08